1.
C42H51F3FeN8O3Sb | wB97M-V/def2-TZVPD

E_LUMO (spin up / spin down), eV: -1.919 / -2.435
HOMO (spin up / spin down), eV: -10.2 / -10.4
Expectation value of S²: 6.015
Molecular weight, g mol⁻¹: 950.52
Relative energy (zero: lowest compared OMol25 entry of this formula, charge and spin), eV: 0.000
Net charge: +1
Multiplicity: 5
Max |F|, hartree/bohr: 0.0850
E, Ha: -4098.114432

Geometry (Å):
Fe (0.06, 0.12, -0.46)
C (0.56, -3.09, 0.23)
N (0.48, -3.14, -1.21)
C (1.60, -3.81, -1.80)
C (-0.43, -2.42, -1.88)
N (-0.83, -1.17, -1.43)
C (-2.10, -0.63, -1.65)
C (-3.22, -1.41, -2.01)
C (-4.44, -0.76, -2.26)
C (-4.59, 0.63, -2.16)
C (-3.53, 1.38, -1.70)
C (-2.23, 0.81, -1.59)
N (-1.08, 1.52, -1.27)
C (-0.60, 2.70, -1.73)
N (-0.49, 3.01, -3.06)
C (-0.26, 2.00, -4.08)
C (-0.52, 4.39, -3.57)
N (-0.25, 3.66, -0.80)
C (0.79, 4.70, -0.95)
C (-0.70, 3.56, 0.61)
N (-0.84, -2.94, -3.13)
C (-0.84, -4.41, -3.43)
C (-1.14, -2.13, -4.30)
H (-0.41, -2.95, 0.69)
H (1.32, -2.34, 0.42)
H (0.98, -4.06, 0.45)
H (2.52, -3.39, -1.41)
H (1.62, -3.78, -2.88)
H (1.65, -4.89, -1.58)
H (-3.12, -2.53, -2.09)
H (-5.35, -1.25, -2.59)
H (-5.60, 1.11, -2.34)
H (-3.65, 2.47, -1.46)
H (0.40, 1.22, -3.77)
H (0.14, 2.45, -4.99)
H (-1.28, 1.53, -4.36)
H (-0.60, 5.15, -2.80)
H (-1.42, 4.48, -4.18)
H (0.35, 4.57, -4.19)
H (1.20, 4.66, -1.99)
H (1.59, 4.48, -0.26)
H (0.31, 5.67, -0.73)
H (-1.51, 2.84, 0.71)
H (-1.14, 4.50, 0.91)
H (0.12, 3.32, 1.31)
H (-0.29, -4.95, -2.64)
H (-0.33, -4.64, -4.39)
H (-1.86, -4.73, -3.52)
H (-0.77, -1.10, -4.16)
H (-2.16, -2.14, -4.52)
H (-0.51, -2.56, -5.15)
C (4.48, 1.58, -3.46)
C (4.87, 0.18, -3.02)
C (4.31, -0.11, -1.58)
C (4.98, -1.45, -1.11)
C (4.55, -1.99, 0.27)
C (4.86, 0.92, -0.63)
O (6.07, 0.97, -0.34)
N (3.95, 1.75, 0.05)
C (2.62, 1.46, 0.30)
O (2.12, 1.88, 1.39)
N (2.05, 0.60, -0.58)
C (2.76, -0.16, -1.54)
O (2.21, -0.69, -2.51)
H (4.77, 1.69, -4.53)
H (4.85, 2.43, -2.86)
H (3.36, 1.65, -3.41)
H (6.02, 0.03, -2.99)
H (4.40, -0.56, -3.71)
H (6.04, -1.24, -0.97)
H (4.81, -2.20, -1.91)
H (4.68, -1.26, 1.08)
H (5.10, -2.91, 0.46)
H (3.48, -2.31, 0.21)
H (4.44, 2.35, 0.67)
F (2.83, 0.50, 7.08)
C (2.04, 0.25, 5.96)
C (2.64, -0.02, 4.73)
C (1.82, -0.12, 3.67)
C (0.41, -0.17, 3.77)
C (-0.08, -0.29, 5.06)
C (0.67, 0.14, 6.18)
Sb (-0.97, 0.03, 2.04)
C (-2.21, -1.81, 2.45)
C (-1.79, -2.70, 3.41)
C (-2.73, -3.55, 4.10)
C (-4.07, -3.54, 3.61)
F (-4.96, -4.23, 4.38)
C (-4.44, -2.90, 2.44)
C (-3.52, -1.97, 1.95)
C (-2.23, 1.46, 3.09)
C (-1.94, 2.24, 4.18)
C (-2.89, 2.82, 4.98)
C (-4.26, 2.58, 4.63)
F (-5.25, 2.89, 5.55)
C (-4.60, 1.94, 3.44)
C (-3.60, 1.44, 2.63)
H (3.75, -0.06, 4.61)
H (2.23, -0.20, 2.66)
H (-1.15, -0.62, 5.16)
H (0.27, 0.41, 7.19)
H (-0.72, -2.77, 3.75)
H (-2.37, -4.14, 4.97)
H (-5.39, -3.16, 1.97)
H (-3.72, -1.46, 1.02)
H (-0.93, 2.42, 4.42)
H (-2.67, 3.38, 5.90)
H (-5.64, 1.93, 3.10)
H (-3.93, 0.95, 1.73)


2.
C23H50FNO11Si | wB97M-V/def2-TZVPD

E_LUMO, eV: 0.172
HOMO, eV: -9.0
Molecular weight, g mol⁻¹: 563.73
Relative energy (zero: lowest compared OMol25 entry of this formula, charge and spin), eV: 3.562
Net charge: 0
Multiplicity: 1
SMILES: CC(=O)OCCCC[Si@](CCN)(COO)CC(=O)F.COCCOCCOC.COCCOCCOC
Max |F|, hartree/bohr: 0.1182
E, Ha: -2177.776066

Geometry (Å):
C (-4.50, 1.54, -0.38)
C (-3.17, 1.58, -1.28)
O (-3.02, 0.70, -2.17)
O (-2.14, 2.58, -1.06)
C (-0.95, 1.76, -0.74)
C (0.04, 2.63, 0.20)
C (1.36, 1.81, 0.67)
C (1.08, 0.24, 0.89)
Si (2.52, -0.69, 1.76)
C (3.59, 0.43, 2.91)
C (4.03, -0.26, 4.30)
N (5.04, -1.35, 4.17)
C (3.72, -1.25, 0.33)
O (3.11, -2.30, -0.49)
O (2.73, -1.73, -1.68)
C (1.96, -2.23, 2.76)
C (0.84, -3.13, 2.06)
O (0.61, -4.27, 2.55)
F (0.07, -2.72, 0.93)
H (-5.36, 1.89, -1.03)
H (-4.37, 2.18, 0.57)
H (-4.73, 0.46, -0.07)
H (-1.37, 0.84, -0.17)
H (-0.39, 1.47, -1.70)
H (-0.48, 2.97, 1.17)
H (0.42, 3.58, -0.33)
H (2.21, 1.97, -0.09)
H (1.72, 2.33, 1.64)
H (0.06, 0.02, 1.40)
H (1.00, -0.24, -0.17)
H (2.92, 1.34, 3.18)
H (4.46, 0.84, 2.29)
H (4.53, 0.58, 4.93)
H (3.08, -0.55, 4.90)
H (4.69, -2.11, 4.79)
H (5.10, -1.73, 3.22)
H (3.92, -0.34, -0.35)
H (4.72, -1.63, 0.75)
H (1.74, -1.81, -1.67)
H (2.89, -2.90, 2.93)
H (1.61, -1.90, 3.81)
C (-3.90, -1.31, 3.36)
O (-5.03, -0.45, 3.47)
C (-6.16, -1.08, 4.07)
C (-6.86, -0.14, 5.05)
O (-6.14, 0.12, 6.26)
C (-4.95, 0.90, 6.15)
C (-5.18, 2.37, 5.79)
O (-5.58, 2.50, 4.43)
C (-6.59, 3.47, 4.24)
H (-4.04, -2.00, 2.53)
H (-3.02, -0.69, 3.18)
H (-3.73, -1.86, 4.29)
H (-5.87, -2.00, 4.59)
H (-6.85, -1.34, 3.26)
H (-7.79, -0.63, 5.36)
H (-7.16, 0.79, 4.57)
H (-4.23, 0.43, 5.48)
H (-4.50, 0.88, 7.15)
H (-4.23, 2.92, 5.90)
H (-5.92, 2.80, 6.46)
H (-7.40, 3.36, 4.98)
H (-7.03, 3.33, 3.25)
H (-6.17, 4.48, 4.29)
C (1.45, -1.13, -4.70)
O (2.31, -0.36, -5.52)
C (3.50, 0.06, -4.86)
C (4.71, -0.07, -5.78)
O (5.12, -1.41, -6.06)
C (4.26, -2.20, -6.87)
C (4.17, -1.76, -8.33)
O (3.45, -0.54, -8.46)
C (4.01, 0.35, -9.40)
H (0.91, -0.47, -4.01)
H (0.73, -1.63, -5.34)
H (2.01, -1.89, -4.15)
H (3.67, -0.52, -3.95)
H (3.37, 1.11, -4.59)
H (5.56, 0.39, -5.27)
H (4.58, 0.50, -6.70)
H (3.27, -2.28, -6.42)
H (4.68, -3.21, -6.86)
H (3.63, -2.52, -8.91)
H (5.18, -1.66, -8.74)
H (5.10, 0.44, -9.27)
H (3.58, 1.34, -9.24)
H (3.79, 0.02, -10.42)


3.
C45H41FN3O12 | wB97M-V/def2-TZVPD

E_LUMO, eV: -4.871
HOMO, eV: -11.2
Molecular weight, g mol⁻¹: 834.83
Net charge: +1
Multiplicity: 1
Max |F|, hartree/bohr: 0.1958
E, Ha: -2905.367885

Geometry (Å):
C (-5.71, 2.75, 3.77)
C (-6.03, 2.70, 2.39)
C (-5.91, 2.52, 0.74)
C (-5.24, 1.08, 0.37)
C (-3.60, 0.96, 0.64)
C (-2.70, 2.21, 1.24)
N (-2.47, 3.33, 0.25)
C (-2.50, 2.87, -1.19)
C (-2.79, -0.44, 0.33)
C (-1.16, -0.64, 0.52)
O (-0.61, -1.05, 1.67)
O (-0.34, -0.34, -0.70)
C (-3.67, -1.71, -0.22)
C (-5.30, -1.49, -0.46)
C (-6.11, -2.84, -1.01)
N (-5.26, -4.09, -1.04)
N (-6.01, -0.14, -0.19)
C (-7.49, -0.07, -0.49)
C (-8.45, -0.82, 0.62)
C (-9.59, 0.26, 1.19)
F (-9.26, -1.87, -0.10)
H (-5.23, 2.85, 4.86)
H (-6.95, 2.75, 0.25)
H (-5.17, 3.36, 0.32)
H (-3.24, 2.70, 2.17)
H (-1.63, 1.87, 1.64)
H (-3.07, 4.17, 0.43)
H (-3.63, 2.75, -1.49)
H (-2.08, 3.74, -1.89)
H (-1.83, 1.93, -1.40)
H (-1.01, -0.20, -1.46)
H (-3.09, -2.71, -0.43)
H (-6.97, -3.03, -0.21)
H (-6.56, -2.70, -2.09)
H (-5.13, -4.43, -2.02)
H (-5.73, -4.81, -0.43)
H (-7.71, -0.62, -1.53)
H (-7.92, 1.01, -0.62)
H (-7.88, -1.24, 1.55)
H (-9.25, 0.80, 2.18)
H (-10.56, -0.38, 1.42)
H (-9.90, 1.01, 0.34)
C (-5.89, 0.66, 7.39)
C (-6.61, -0.45, 7.58)
C (-6.14, -1.76, 7.08)
O (-6.80, -2.77, 7.25)
C (-4.84, -1.79, 6.38)
C (-4.12, -0.68, 6.20)
C (-4.59, 0.63, 6.69)
O (-3.93, 1.65, 6.53)
H (-6.22, 1.63, 7.75)
H (-7.56, -0.44, 8.09)
H (-4.50, -2.76, 6.03)
H (-3.16, -0.69, 5.69)
C (4.75, -0.89, -2.20)
C (5.62, -0.62, -1.22)
C (5.17, -0.40, 0.17)
O (5.97, -0.15, 1.06)
C (3.72, -0.50, 0.44)
C (2.85, -0.77, -0.54)
C (3.30, -0.99, -1.93)
O (2.51, -1.25, -2.82)
H (5.07, -1.06, -3.22)
H (6.69, -0.54, -1.40)
H (3.41, -0.33, 1.46)
H (1.79, -0.85, -0.36)
C (10.04, -2.66, -2.39)
C (10.99, -3.47, -1.92)
C (10.66, -4.62, -1.06)
O (11.54, -5.36, -0.62)
C (9.24, -4.84, -0.73)
C (8.29, -4.03, -1.20)
C (8.61, -2.88, -2.07)
O (7.74, -2.14, -2.50)
H (10.26, -1.81, -3.02)
H (12.04, -3.32, -2.15)
H (9.02, -5.69, -0.10)
H (7.24, -4.18, -0.97)
C (14.33, -1.99, -4.95)
C (15.60, -2.20, -5.34)
C (16.10, -3.56, -5.62)
O (17.25, -3.76, -5.97)
C (15.14, -4.68, -5.46)
C (13.88, -4.47, -5.08)
C (13.38, -3.11, -4.80)
O (12.23, -2.91, -4.45)
H (13.95, -1.00, -4.74)
H (16.31, -1.39, -5.46)
H (15.52, -5.67, -5.67)
H (13.17, -5.28, -4.96)
C (-5.61, 8.64, 0.47)
C (-4.91, 7.78, 1.21)
C (-4.61, 6.42, 0.74)
O (-3.97, 5.63, 1.42)
C (-5.11, 6.05, -0.60)
C (-5.81, 6.90, -1.35)
C (-6.11, 8.27, -0.87)
O (-6.75, 9.06, -1.55)
H (-5.84, 9.65, 0.81)
H (-4.54, 8.05, 2.20)
H (-4.88, 5.04, -0.94)
H (-6.19, 6.64, -2.33)


4.
C35H32EuN5O10P | wB97M-V/def2-TZVPD

E_LUMO (spin up / spin down), eV: 2.325 / -0.054
HOMO (spin up / spin down), eV: -4.3 / -4.7
Expectation value of S²: 12.087
Molecular weight, g mol⁻¹: 865.60
Relative energy (zero: lowest compared OMol25 entry of this formula, charge and spin), eV: 3.633
Net charge: -1
Multiplicity: 7
Max |F|, hartree/bohr: 0.0628
E, Ha: -3430.850420

Geometry (Å):
Eu (-0.53, -0.56, -0.26)
O (2.25, 0.84, 3.07)
C (1.32, 0.72, 2.29)
N (1.38, 0.35, 0.99)
C (2.49, 0.58, 0.24)
O (3.30, 1.49, 0.35)
C (2.64, -0.41, -0.90)
C (3.79, -1.18, -0.95)
C (3.93, -2.08, -2.00)
C (2.96, -2.11, -2.99)
C (1.86, -1.29, -2.86)
N (1.67, -0.47, -1.82)
C (-0.09, 0.93, 2.80)
C (-0.29, 0.98, 4.17)
C (-1.56, 1.27, 4.64)
C (-2.57, 1.52, 3.72)
C (-2.28, 1.42, 2.37)
N (-1.07, 1.12, 1.91)
H (4.54, -1.09, -0.18)
H (4.79, -2.73, -2.04)
H (3.04, -2.79, -3.82)
H (1.08, -1.28, -3.61)
H (0.55, 0.79, 4.82)
H (-1.76, 1.31, 5.71)
H (-3.57, 1.76, 4.05)
H (-3.05, 1.59, 1.63)
C (0.98, -4.32, 4.48)
C (-0.40, -4.48, 4.48)
C (-1.20, -3.70, 3.66)
C (-0.61, -2.74, 2.83)
C (0.77, -2.58, 2.84)
C (1.56, -3.37, 3.66)
N (-1.36, -1.88, 1.97)
N (-2.59, -2.08, 2.03)
C (-3.43, -1.31, 1.22)
C (-4.79, -1.43, 1.55)
C (-5.74, -0.75, 0.82)
C (-5.33, 0.04, -0.25)
C (-3.98, 0.15, -0.56)
C (-2.97, -0.52, 0.14)
H (1.59, -4.94, 5.12)
H (-0.87, -5.23, 5.11)
H (-2.27, -3.82, 3.64)
H (1.22, -1.86, 2.17)
H (2.63, -3.24, 3.66)
H (-5.07, -2.02, 2.41)
H (-6.79, -0.83, 1.07)
H (-6.07, 0.56, -0.84)
H (-3.70, 0.80, -1.39)
O (0.38, -5.89, -3.52)
C (0.24, -4.84, -2.94)
C (0.89, -4.45, -1.64)
O (1.80, -5.03, -1.08)
C (0.27, -3.18, -1.25)
C (-0.61, -2.73, -2.27)
O (-1.21, -1.60, -2.20)
C (-0.60, -3.67, -3.39)
O (-1.10, -3.53, -4.49)
O (0.50, -2.50, -0.18)
C (-4.00, 2.46, -3.69)
C (-2.51, 2.69, -3.79)
O (-1.90, 2.53, -2.51)
P (-0.60, 1.57, -2.30)
O (0.36, 2.42, -3.33)
C (1.76, 2.18, -3.48)
C (2.38, 3.41, -4.11)
O (-0.14, 2.13, -0.83)
C (0.05, 3.54, -0.61)
C (0.70, 3.76, 0.74)
H (-4.49, 2.76, -4.62)
H (-4.41, 3.04, -2.87)
H (-4.21, 1.40, -3.51)
H (-2.30, 3.71, -4.13)
H (-2.06, 2.01, -4.52)
H (1.91, 1.30, -4.11)
H (2.22, 1.99, -2.50)
H (1.92, 3.61, -5.08)
H (3.45, 3.25, -4.25)
H (2.24, 4.28, -3.47)
H (-0.92, 4.04, -0.67)
H (0.69, 3.94, -1.40)
H (0.06, 3.39, 1.54)
H (0.87, 4.83, 0.89)
H (1.66, 3.24, 0.80)


Look up the max |F| of the first one. 0.0850 hartree/bohr


Among the records above, which one has the lowest net charge? C35H32EuN5O10P


Look up the E of the first one. -4098.114432 Ha


Please write out number 2 again, unchanged.
C23H50FNO11Si | wB97M-V/def2-TZVPD

E_LUMO, eV: 0.172
HOMO, eV: -9.0
Molecular weight, g mol⁻¹: 563.73
Relative energy (zero: lowest compared OMol25 entry of this formula, charge and spin), eV: 3.562
Net charge: 0
Multiplicity: 1
SMILES: CC(=O)OCCCC[Si@](CCN)(COO)CC(=O)F.COCCOCCOC.COCCOCCOC
Max |F|, hartree/bohr: 0.1182
E, Ha: -2177.776066

Geometry (Å):
C (-4.50, 1.54, -0.38)
C (-3.17, 1.58, -1.28)
O (-3.02, 0.70, -2.17)
O (-2.14, 2.58, -1.06)
C (-0.95, 1.76, -0.74)
C (0.04, 2.63, 0.20)
C (1.36, 1.81, 0.67)
C (1.08, 0.24, 0.89)
Si (2.52, -0.69, 1.76)
C (3.59, 0.43, 2.91)
C (4.03, -0.26, 4.30)
N (5.04, -1.35, 4.17)
C (3.72, -1.25, 0.33)
O (3.11, -2.30, -0.49)
O (2.73, -1.73, -1.68)
C (1.96, -2.23, 2.76)
C (0.84, -3.13, 2.06)
O (0.61, -4.27, 2.55)
F (0.07, -2.72, 0.93)
H (-5.36, 1.89, -1.03)
H (-4.37, 2.18, 0.57)
H (-4.73, 0.46, -0.07)
H (-1.37, 0.84, -0.17)
H (-0.39, 1.47, -1.70)
H (-0.48, 2.97, 1.17)
H (0.42, 3.58, -0.33)
H (2.21, 1.97, -0.09)
H (1.72, 2.33, 1.64)
H (0.06, 0.02, 1.40)
H (1.00, -0.24, -0.17)
H (2.92, 1.34, 3.18)
H (4.46, 0.84, 2.29)
H (4.53, 0.58, 4.93)
H (3.08, -0.55, 4.90)
H (4.69, -2.11, 4.79)
H (5.10, -1.73, 3.22)
H (3.92, -0.34, -0.35)
H (4.72, -1.63, 0.75)
H (1.74, -1.81, -1.67)
H (2.89, -2.90, 2.93)
H (1.61, -1.90, 3.81)
C (-3.90, -1.31, 3.36)
O (-5.03, -0.45, 3.47)
C (-6.16, -1.08, 4.07)
C (-6.86, -0.14, 5.05)
O (-6.14, 0.12, 6.26)
C (-4.95, 0.90, 6.15)
C (-5.18, 2.37, 5.79)
O (-5.58, 2.50, 4.43)
C (-6.59, 3.47, 4.24)
H (-4.04, -2.00, 2.53)
H (-3.02, -0.69, 3.18)
H (-3.73, -1.86, 4.29)
H (-5.87, -2.00, 4.59)
H (-6.85, -1.34, 3.26)
H (-7.79, -0.63, 5.36)
H (-7.16, 0.79, 4.57)
H (-4.23, 0.43, 5.48)
H (-4.50, 0.88, 7.15)
H (-4.23, 2.92, 5.90)
H (-5.92, 2.80, 6.46)
H (-7.40, 3.36, 4.98)
H (-7.03, 3.33, 3.25)
H (-6.17, 4.48, 4.29)
C (1.45, -1.13, -4.70)
O (2.31, -0.36, -5.52)
C (3.50, 0.06, -4.86)
C (4.71, -0.07, -5.78)
O (5.12, -1.41, -6.06)
C (4.26, -2.20, -6.87)
C (4.17, -1.76, -8.33)
O (3.45, -0.54, -8.46)
C (4.01, 0.35, -9.40)
H (0.91, -0.47, -4.01)
H (0.73, -1.63, -5.34)
H (2.01, -1.89, -4.15)
H (3.67, -0.52, -3.95)
H (3.37, 1.11, -4.59)
H (5.56, 0.39, -5.27)
H (4.58, 0.50, -6.70)
H (3.27, -2.28, -6.42)
H (4.68, -3.21, -6.86)
H (3.63, -2.52, -8.91)
H (5.18, -1.66, -8.74)
H (5.10, 0.44, -9.27)
H (3.58, 1.34, -9.24)
H (3.79, 0.02, -10.42)